C2H4ClPS3 | ωB97M-V/def2-TZVPD

```
11
Properties=species:S:1:pos:R:3:forces:R:3:lowdin_charge:R:1
C -0.13981 0.15841 -0.60582 0.84 0.78 -1.03 -0.6284
C 0.81007 -0.95496 -1.07517 0.24 0.60 -1.42 -0.6756
P -0.24444 0.99160 2.52319 0.55 -1.00 -0.88 -0.2891
S -1.12748 -0.71649 2.84368 0.44 -0.20 0.01 0.1396
S 0.66012 1.27866 0.59197 0.31 -0.53 0.53 0.4807
S 0.59906 -1.42548 -2.83430 -0.16 0.41 0.13 0.6043
Cl -1.67234 2.31899 2.22433 -1.45 1.55 0.36 0.1424
H -0.19319 0.83147 -1.46799 0.07 0.11 0.00 0.0440
H -1.18161 -0.01091 -0.42803 -0.42 -0.74 0.62 0.0658
H 1.84836 -0.49224 -1.04101 -1.01 -1.35 0.50 0.0693
H 0.64125 -1.97906 -0.73084 0.60 0.37 1.19 0.0469
```
Positions in Å, forces in eV/Å.

As for the orbital gap (spin up / spin down): 6.570 / 6.982 eV. The lowest unoccupied orbital energy (spin up / spin down) comes out at -2.86 / -2.16 eV. The multiplicity is 1. As for the HOMO energy (spin up / spin down): -9.43 / -9.15 eV. Its strongest force on any atom is 2.154 eV/Å. The value obtained for the energy relative to the best compared isomer or geometry (same formula, charge and spin) is 69.89 kcal/mol.

C4H6INS | ωB97M-V/def2-TZVPD

```
13
Properties=species:S:1:pos:R:3:forces:R:3:lowdin_charge:R:1
C 0.80205 1.84480 1.72672 -1.57 1.78 1.87 -0.7208
C 0.09452 -0.24661 0.70271 -1.52 -0.82 0.27 -0.2880
C 0.00554 0.09072 -0.66869 0.85 -0.44 0.18 -0.6509
C -0.44731 -0.84423 -1.71581 -2.35 -0.55 0.75 -0.1907
N 0.38234 0.54564 1.65468 0.19 -1.33 0.74 -0.0640
S 0.34427 3.29399 0.61077 -0.57 -0.33 1.41 0.2846
I 1.09617 1.75403 -1.22921 0.13 -1.50 -0.85 1.1512
H 1.82349 1.84446 1.87945 2.57 0.08 -0.35 0.0419
H 0.53068 2.08410 2.79410 -0.39 0.96 -1.07 0.0986
H -0.29773 -1.25005 1.15609 0.73 1.33 -1.67 0.1511
H -0.22026 -1.88626 -1.59170 1.39 -0.44 0.21 0.0759
H -0.24950 -0.50582 -2.67485 0.81 0.38 -1.86 0.0260
H -1.53519 -1.03241 -1.75203 -0.26 0.87 0.37 0.0852
```
Positions in Å, forces in eV/Å.

As for the orbital gap (spin up / spin down): 7.212 / 5.888 eV. The lowest unoccupied orbital energy (spin up / spin down) comes out at -0.75 / -1.18 eV. The multiplicity is 1. As for the HOMO energy (spin up / spin down): -7.96 / -7.07 eV. Its strongest force on any atom is 3.021 eV/Å. The value obtained for the energy relative to the best compared isomer or geometry (same formula, charge and spin) is 89.31 kcal/mol.

C27H54O27 | ωB97M-V/def2-TZVPD

```
108
Properties=species:S:1:pos:R:3:forces:R:3:lowdin_charge:R:1
C -10.00825 -8.32067 -20.17811 1.18 0.94 1.21 -0.0521
O -11.37449 -8.59201 -20.26471 -1.78 -0.23 -1.09 -0.0170
C -12.27346 -7.67026 -19.80375 2.19 5.19 -1.34 -0.6235
O -11.95918 -6.60558 -19.26561 -0.69 -2.46 -1.11 0.1450
O -13.51402 -8.02118 -20.17982 0.07 -0.03 -3.24 -0.0017
C -14.66886 -7.26149 -19.97086 0.19 2.52 -0.23 -0.0620
H -9.73741 -8.25928 -19.12408 0.10 0.26 0.13 0.0985
H -9.75101 -7.37185 -20.64893 -0.08 -0.03 -0.05 0.1017
H -9.37059 -9.11252 -20.57114 -0.77 -0.22 -0.42 0.0987
H -15.53050 -7.90480 -19.79246 1.91 0.81 -2.08 0.0226
H -14.87415 -6.54767 -20.76862 0.29 -0.23 -0.46 0.1288
H -14.57346 -6.64950 -19.07394 0.53 0.16 -0.54 0.1087
C -15.99593 -12.01783 -18.74283 -1.74 0.49 -2.10 0.0102
O -16.08080 -10.96143 -19.71471 0.76 -0.27 -1.04 0.0886
C -16.93797 -9.97113 -19.62013 -2.38 0.63 0.56 -0.5364
O -17.77134 -9.73757 -18.75228 1.70 -0.68 -2.41 0.1260
O -16.77835 -9.17051 -20.70646 0.87 -0.66 0.03 -0.0231
C -17.46845 -7.91047 -20.73596 -0.33 -0.98 -0.78 -0.0172
H -15.00540 -11.97468 -18.28996 -2.72 -2.68 -4.47 0.0311
H -16.04376 -13.02862 -19.14794 -0.61 0.26 -0.89 0.1395
H -16.74110 -11.92257 -17.95306 0.44 1.00 -2.44 0.0715
H -17.19094 -7.49376 -21.70417 -0.34 -0.06 -0.01 0.1130
H -17.08017 -7.24383 -19.96594 -1.14 -0.03 -0.98 0.0566
H -18.51918 -8.19286 -20.67011 -0.08 0.90 0.15 0.1098
C -20.51016 -11.13022 -11.78957 -0.35 0.09 -0.37 -0.0588
O -19.52161 -10.19654 -12.22513 1.09 0.44 -1.35 -0.0487
C -19.35948 -9.77637 -13.55542 -4.31 -0.21 -1.01 -0.4384
O -20.17748 -10.12669 -14.47103 3.87 1.69 3.91 0.0717
O -18.42039 -8.82424 -13.54659 -1.06 -2.75 2.28 0.0638
C -18.14403 -8.04791 -14.68582 -0.57 -1.15 3.83 -0.1889
H -21.09166 -10.63709 -11.01061 0.15 0.02 0.09 0.0871
H -20.02255 -12.01213 -11.37417 0.12 0.09 -0.03 0.0840
H -21.22440 -11.45012 -12.54827 0.32 0.20 -0.39 0.0893
H -17.07600 -7.87670 -14.82028 0.11 -1.80 2.54 0.1182
H -18.33928 -6.98193 -14.56893 -2.93 -1.19 4.55 0.1372
H -18.49427 -8.37650 -15.66432 -1.34 -3.60 4.43 0.0870
C -12.98433 -9.07235 -18.06515 1.79 -2.42 1.84 -0.0166
O -13.48330 -7.97668 -17.37833 -0.34 2.08 0.96 -0.0001
C -13.52725 -8.02535 -16.04948 -0.60 0.97 -0.09 -0.5753
O -13.13323 -8.89893 -15.36435 1.31 -1.46 1.35 0.1881
O -14.16508 -6.94812 -15.54579 0.09 0.76 -2.21 -0.0152
C -14.49325 -6.89472 -14.16734 1.77 -0.11 -1.01 -0.0160
H -13.68403 -9.90325 -17.97508 0.23 0.61 -0.83 0.0919
H -12.09093 -9.38340 -17.52367 0.28 -0.26 -0.13 0.1357
H -12.73835 -8.81499 -19.09538 -0.96 -3.09 3.78 0.0438
H -14.97818 -7.83581 -13.90792 1.56 3.00 -3.65 0.0024
H -15.09161 -5.99445 -14.02743 0.44 -0.28 0.31 0.1108
H -13.54765 -6.94703 -13.62771 -0.11 0.53 0.44 0.1269
C -17.00145 -5.90961 -15.62732 0.46 -0.11 -0.95 0.0727
O -17.90015 -7.03313 -15.92992 3.40 12.64 -10.52 -0.2445
C -18.51730 -7.16908 -17.05740 -3.36 3.79 -4.08 -0.5637
O -18.58840 -6.30668 -17.97046 0.51 -2.23 1.93 0.1037
O -19.26668 -8.25763 -16.96647 -1.78 0.04 -2.10 0.0019
C -20.35009 -8.61271 -17.92237 0.65 -0.07 0.48 0.0732
H -17.22940 -4.93436 -16.05745 -0.61 -0.32 0.05 0.1246
H -15.98098 -6.16914 -15.90910 -0.44 -0.12 -0.54 0.0821
H -16.97260 -5.93655 -14.53803 -0.56 0.50 -0.09 0.0999
H -19.96529 -8.73766 -18.93451 0.03 0.62 0.19 0.0954
H -21.23432 -7.98642 -17.80410 0.49 0.51 -0.10 0.1184
H -20.65781 -9.61461 -17.62302 0.14 1.87 0.39 0.0511
C -16.64555 -15.66473 -16.20883 -0.44 0.92 -0.15 -0.0080
O -15.50723 -14.80288 -16.39491 0.58 -0.58 -0.08 0.0105
C -15.58242 -13.49315 -16.61109 -0.90 0.58 -0.10 -0.4995
O -16.63007 -12.83811 -16.77139 3.46 -6.62 2.98 -0.0384
O -14.35023 -13.02223 -16.69046 0.27 -2.15 0.75 0.0647
C -14.08007 -11.61857 -16.83810 3.02 -3.68 1.25 -0.0630
H -17.18868 -15.28745 -15.34235 -0.15 -0.34 0.01 0.0983
H -16.29710 -16.68978 -16.08245 0.33 0.36 0.23 0.0955
H -17.30582 -15.66817 -17.07608 0.05 0.30 -0.05 0.0966
H -14.70138 -11.45815 -17.71920 3.09 3.98 4.31 0.0116
H -13.02165 -11.50709 -17.07348 0.09 -0.51 0.02 0.1285
H -14.33707 -11.02993 -15.95744 1.55 -3.04 0.37 0.0844
C -22.00868 -11.18148 -19.10634 -2.04 -0.41 -1.51 -0.0817
O -20.67342 -11.22576 -18.75661 0.78 -0.79 -0.12 -0.0255
C -20.28639 -11.29579 -17.47831 1.63 -1.26 1.73 -0.5924
O -21.01087 -11.29614 -16.50421 0.42 -0.57 -1.63 0.1253
O -18.91304 -11.33211 -17.48753 -4.10 -1.16 -0.10 0.0114
C -18.21734 -11.17431 -16.25023 -2.07 0.18 -2.51 -0.0972
H -22.53034 -10.22700 -19.03609 0.65 0.54 0.24 0.0960
H -22.75195 -11.86554 -18.69680 0.76 -0.48 0.97 0.0982
H -22.01638 -11.47098 -20.15716 0.07 0.31 -0.17 0.0973
H -18.45676 -11.88349 -15.45786 -1.55 0.18 -0.73 0.1289
H -18.20268 -10.11828 -15.98065 -1.95 -1.75 -0.57 0.0950
H -17.24297 -11.53819 -16.57626 -1.69 2.37 0.30 0.0212
C -15.35848 -9.09241 -12.55670 -1.15 0.66 3.70 -0.0191
O -15.52157 -10.34488 -13.11632 5.13 1.23 4.99 -0.1277
C -15.06853 -11.43024 -12.44651 1.71 -0.58 2.57 -0.4835
O -14.69881 -11.42829 -11.28081 -0.88 0.06 -1.79 0.1433
O -14.99212 -12.54042 -13.24190 -0.56 1.05 0.50 -0.0109
C -14.81388 -13.84166 -12.67877 1.03 -1.00 0.43 -0.0319
H -14.46932 -8.87516 -11.96485 0.33 -0.81 0.15 0.1265
H -16.23043 -9.05364 -11.90381 0.09 0.93 0.37 0.1299
H -15.35642 -8.24200 -13.23855 -2.70 -3.68 3.05 0.0049
H -14.72671 -14.50192 -13.54165 -0.80 0.03 0.01 0.0910
H -15.48103 -14.17707 -11.88471 -1.05 0.50 -0.63 0.1009
H -13.89120 -14.09309 -12.15574 0.77 1.28 -0.12 0.0910
C -16.08995 -7.93828 -18.09552 0.59 0.62 0.50 -0.1031
O -16.76819 -8.49235 -17.03293 2.49 -2.86 1.44 0.0171
C -16.11940 -9.43384 -16.34680 -2.07 -0.15 2.33 -0.4228
O -15.07594 -9.98243 -16.54666 -3.91 6.96 -1.24 0.0225
O -16.84653 -9.71980 -15.23861 3.08 0.33 0.61 -0.0923
C -16.68160 -10.94592 -14.56245 1.00 -4.29 -3.70 -0.0929
H -15.26799 -7.29239 -17.78680 -1.08 -0.10 0.57 0.1026
H -16.86925 -7.40427 -18.63923 0.81 -0.18 0.88 0.0824
H -15.57623 -8.64865 -18.74326 -0.58 -0.86 1.71 0.0903
H -16.95505 -11.80228 -15.17887 0.88 0.87 0.92 0.0732
H -17.24335 -11.15988 -13.65320 -0.31 1.19 -0.33 0.1492
H -15.60413 -11.01169 -14.41132 -1.73 -1.45 -2.66 0.0899
```
Positions in Å, forces in eV/Å.

As for the orbital gap: 9.031 eV. The lowest unoccupied orbital energy comes out at 0.54 eV. The multiplicity is 1. As for the HOMO energy: -8.49 eV. Its strongest force on any atom is 16.789 eV/Å. The value obtained for the energy relative to the best compared isomer or geometry (same formula, charge and spin) is 802.60 kcal/mol.

> Which of these has the highest strongest force on any atom?

C27H54O27